Here is C13H28InN4OS5 as an isolated structure from the Open Molecules 2025 dataset. Energies are from the ωB97M-V functional and the def2-TZVPD basis.

Geometry (Å):
In 0.50099 0.07693 0.22036
C 3.09208 -2.22094 0.09571
C 3.77744 -1.03465 0.74745
S 3.15918 0.60406 0.25630
C 3.66056 0.69914 -1.49510
C 2.72506 1.56972 -2.31842
S 0.97074 1.09195 -2.35980
C 1.05319 -0.54138 -3.17763
C -0.32222 -1.18693 -3.20065
S -1.11130 -1.38094 -1.56599
C -0.75387 -3.09203 -1.07766
C 0.69980 -3.40847 -0.76498
S 1.36411 -2.45534 0.65044
H 3.62831 -3.12973 0.37116
H 3.09305 -2.14209 -0.99029
H 4.84049 -1.05237 0.50632
H 3.67239 -1.06086 1.83217
H 3.74255 -0.30920 -1.89556
H 4.64961 1.15776 -1.51162
H 3.07349 1.58927 -3.35129
H 2.71249 2.59755 -1.95459
H 1.78432 -1.16077 -2.65802
H 1.38830 -0.37628 -4.20252
H -0.27584 -2.16699 -3.67527
H -1.02230 -0.57273 -3.76765
H -1.09854 -3.74478 -1.87987
H -1.39734 -3.26631 -0.21405
H 1.34262 -3.24059 -1.62782
H 0.77787 -4.45738 -0.47725
S -1.64357 1.20990 0.83103
C -1.41146 2.15159 2.27884
N -1.04642 3.41938 2.29453
C -1.22795 4.02403 3.62848
C -1.66607 2.81297 4.48269
N -1.72756 1.73141 3.48412
H -0.92768 3.97322 1.46242
H -1.99112 4.79887 3.58407
H -0.30087 4.47170 3.97819
H -2.64262 2.95759 4.94020
H -0.95082 2.57071 5.26604
H -2.12069 0.82461 3.67820
C 1.32893 -1.34613 4.65600
N 1.80295 0.03251 4.61498
C 1.73542 0.78914 3.51967
N 2.19110 2.06068 3.59439
O 1.23080 0.33964 2.45603
H 1.33769 -1.68922 5.68536
H 1.96755 -2.00187 4.06288
H 0.31267 -1.40839 4.27073
H 2.25399 0.39064 5.44120
H 2.72494 2.38329 4.38542
H 2.27287 2.59599 2.74964

## Properties
frontier orbital gap: 8.525 eV
LUMO level: -0.3568 Ha
HOMO energy: -0.670 Ha
total charge: +3